No. 1
A molecular structure, C18H30F2K2NO22S2 in a non-equilibrium geometry. Source: OMol25; level of theory: the ωB97M-V functional and the def2-TZVPD basis.

```
77
Properties=species:S:1:pos:R:3:forces:R:3:mulliken_charge:R:1
K -1.0665 2.3087 1.5480 0.71 -0.32 0.79 0.914
K -3.2485 1.3656 -1.5030 -0.45 -0.59 -0.81 1.003
N -0.6099 1.0494 -0.7659 0.42 4.89 -4.03 -0.009
S -0.1182 1.2711 -2.3862 0.87 3.94 -4.94 0.643
O -1.0319 0.7855 -3.4432 1.47 0.47 3.34 -0.443
O 1.3040 1.3007 -2.6879 -2.14 -1.14 1.53 -0.540
F -0.4009 2.9053 -2.5244 -0.52 -1.48 1.28 -0.287
S -0.3350 -0.4113 -0.6809 -0.66 -9.92 3.37 0.760
O 0.9935 -0.8402 -0.3497 -0.19 0.73 -1.31 -0.434
O -1.2226 -1.2865 -1.4477 1.73 1.77 -0.18 -0.602
F -1.0223 -0.6355 0.7298 -0.48 0.81 1.05 -0.113
C 1.3868 -1.4977 3.1281 -1.13 0.87 0.44 1.048
C 0.4917 -2.7508 2.9828 0.40 2.00 -1.15 0.029
O 1.5575 -3.6829 3.1141 -5.71 -3.60 -4.39 -0.305
C 2.5063 -3.3002 3.7938 3.31 0.48 4.61 0.641
O 3.2830 -4.0743 4.2987 0.48 1.58 -0.45 -0.607
O 2.3234 -1.9682 4.0305 2.97 -0.34 1.21 -0.395
H 1.0661 -0.5860 3.6321 -0.96 -0.12 -0.51 0.207
H 1.8662 -1.2041 2.1942 -0.26 -0.24 -0.18 -1.123
H 0.0427 -2.7737 1.9898 0.25 -0.47 0.00 0.188
H -0.3247 -2.8663 3.6957 0.49 -0.23 0.44 0.167
C 1.3591 4.5576 -4.4644 2.44 -2.23 1.95 -0.147
C 2.4885 5.4463 -4.9701 -0.94 -0.28 -1.17 -0.242
O 1.7727 6.6406 -5.1286 -1.06 2.45 -0.91 -0.336
C 0.5641 6.5845 -4.5345 -1.95 1.22 -0.38 0.621
O -0.3760 7.3511 -4.5617 2.28 -0.43 -0.18 -0.556
O 0.4692 5.4218 -3.9010 -1.55 0.31 1.13 -0.244
H 1.8201 4.0116 -3.6414 -0.35 -0.71 -0.05 0.067
H 0.8257 3.8544 -5.1040 0.47 0.22 -0.60 0.297
H 2.7710 5.0738 -5.9547 0.63 0.32 0.11 0.258
H 3.3166 5.7235 -4.3178 0.06 -0.91 0.12 0.275
C 1.8564 -4.4729 -0.0765 -0.01 0.07 -0.16 0.200
C 2.9528 -5.4446 0.0707 2.70 -0.61 -0.12 -0.433
O 2.3480 -6.6932 0.3512 0.05 -1.34 -1.32 -0.322
C 1.1325 -6.4384 0.7523 -3.02 -2.24 4.58 0.627
O 0.3655 -7.1251 1.4447 2.16 0.59 -2.60 -0.614
O 0.8516 -5.1695 0.6386 -1.52 3.13 -0.83 -0.251
H 1.6253 -4.3559 -1.1352 -0.54 -0.01 0.02 0.360
H 2.1073 -3.4857 0.3114 -0.41 -0.12 0.38 -0.193
H 3.6096 -5.3771 0.9381 0.23 1.03 -0.16 0.308
H 3.5211 -5.4738 -0.8589 0.28 -0.43 0.22 0.317
C -2.7539 0.6184 -6.5851 -1.42 -0.38 -0.95 -0.711
O -3.1048 0.4894 -5.1750 -0.23 0.17 1.50 -0.247
C -3.7680 -0.4912 -4.5234 -0.67 -1.82 -1.08 0.914
O -4.0951 -0.5734 -3.3329 1.27 1.57 -1.81 -0.652
O -4.0952 -1.4651 -5.4016 0.51 1.35 0.46 -0.337
C -4.4746 -2.7774 -4.9986 0.64 -0.63 -0.54 -0.689
H -3.1424 1.5791 -6.9231 0.37 0.27 0.52 0.310
H -3.2917 -0.0534 -7.2541 -0.12 -0.54 0.58 0.309
H -1.7061 0.5119 -6.8658 0.13 0.03 1.05 0.285
H -3.7674 -3.2278 -4.3021 -0.08 0.41 0.34 0.323
H -4.2845 -3.2842 -5.9447 -0.64 -0.47 0.18 0.267
H -5.5011 -2.8853 -4.6485 0.11 0.31 -0.09 0.272
C 2.4278 3.4020 4.3416 -2.28 -0.02 -1.17 -0.555
O 3.3530 2.6177 3.6429 2.29 -0.60 -0.54 -0.358
C 3.0578 1.7860 2.6348 -3.35 -0.50 0.18 0.767
O 1.8533 1.6033 2.2391 3.72 0.57 0.59 -0.408
O 4.1665 1.1542 2.2471 -1.40 0.30 0.94 -0.345
C 4.1157 0.1841 1.1635 -0.05 1.57 -0.68 -0.227
H 2.7855 4.3118 4.8237 0.99 -0.65 0.03 0.283
H 1.8423 2.7704 5.0097 0.17 0.12 0.25 0.277
H 1.7426 3.7782 3.5820 -0.45 0.11 0.07 0.173
H 5.1204 -0.2386 1.1548 -0.40 -0.21 0.01 0.237
H 3.9665 0.8410 0.3066 0.18 -0.50 -0.50 0.375
H 3.2818 -0.5177 1.1551 0.29 0.07 0.59 -0.083
C -2.5649 2.3819 5.9254 -1.82 -0.97 1.11 -0.729
O -1.9769 1.6839 4.8134 0.11 -0.50 -1.16 -0.171
C -2.4084 0.5186 4.2231 2.74 -0.79 -1.81 0.566
O -1.8079 0.0378 3.2288 -1.06 2.35 1.82 -0.349
O -3.3716 -0.1196 4.7697 -0.55 1.22 2.43 -0.366
C -3.8973 -1.3144 4.2153 -0.82 -0.13 0.30 -0.543
H -2.6945 1.7346 6.7928 0.39 -0.37 -0.10 0.311
H -3.5935 2.6845 5.7296 0.06 0.15 -0.54 0.323
H -2.0356 3.2554 6.3063 0.69 -0.24 -0.96 0.285
H -4.2915 -0.9902 3.2522 0.03 -0.96 -0.14 0.300
H -4.6779 -1.5687 4.9323 -0.31 0.11 -0.41 0.231
H -3.2302 -2.1754 4.2580 0.45 0.46 -0.61 0.231
```
Positions in Å, forces in eV/Å.

As for the relative energy (zero: lowest compared OMol25 entry of this formula, charge and spin): 0.000 eV. The calculation puts the LUMO energy at -4.0 eV. For the largest force on an atom, the calculation gives 0.2041 Eh/bohr. The total charge is +1. For the frontier orbital gap, the calculation gives 7.735 eV.

No. 2
A molecular structure, C25H18Cl2IrN10O4 in a non-equilibrium geometry. Source: OMol25; level of theory: the ωB97M-V functional and the def2-TZVPD basis.

```
60
Properties=species:S:1:pos:R:3:forces:R:3:lowdin_spin:R:1
Ir 0.0378 1.0079 0.1167 -0.60 0.82 -0.19 0.132
C 2.7342 0.6625 -0.9048 -0.08 -0.08 -0.03 -0.001
N 2.0731 1.1483 0.3215 0.01 0.05 0.02 -0.001
C 2.4877 0.5619 1.6167 -0.08 -0.03 -0.02 0.002
C 1.3462 0.7661 2.5794 -0.01 0.27 -0.15 0.002
N 0.1372 1.0436 2.1395 0.20 -0.85 0.13 0.004
C -0.7154 1.0443 3.2314 0.02 0.13 0.02 0.000
C -2.0881 1.2511 3.3046 -0.03 -0.02 0.05 0.000
C -2.6510 1.1916 4.5621 0.01 0.01 -0.01 0.000
C -1.8772 0.9440 5.7079 0.00 0.00 0.00 0.000
C -0.5126 0.7459 5.6391 -0.01 0.00 0.00 0.000
C 0.0517 0.7997 4.3706 0.01 -0.01 -0.02 0.000
N 1.3602 0.6435 3.9183 0.06 0.02 0.05 0.000
C 1.7800 0.8675 -2.0540 -0.08 0.32 0.13 0.001
N 0.5281 1.2636 -1.8832 0.48 -1.08 -0.02 0.007
C -0.0608 1.2557 -3.1431 -0.04 0.31 -0.03 0.000
C -1.3476 1.5991 -3.5435 -0.03 -0.04 0.00 0.000
C -1.6246 1.5102 -4.8917 -0.02 0.00 0.01 0.000
C -0.6541 1.1076 -5.8229 0.02 -0.01 0.00 0.000
C 0.6335 0.7933 -5.4369 -0.04 0.01 0.01 0.000
C 0.9041 0.8816 -4.0775 0.04 0.04 -0.02 0.000
N 2.0667 0.6593 -3.3476 0.01 0.02 -0.03 0.000
H 2.9490 -0.4045 -0.8173 -0.05 0.00 0.06 0.000
H 3.6697 1.2037 -1.0694 0.02 -0.06 -0.09 0.000
H 2.1468 2.1835 0.3607 0.08 -0.03 -0.01 0.000
H 3.4145 1.0206 1.9689 -0.02 -0.03 0.09 0.000
H 2.6412 -0.5139 1.5006 -0.03 0.01 -0.05 0.001
H -2.6660 1.4247 2.4080 0.01 -0.01 0.01 0.000
H -3.7173 1.3333 4.6724 0.00 -0.01 0.00 0.000
H -2.3655 0.9027 6.6721 0.00 0.00 0.00 0.000
H 0.0777 0.5531 6.5246 0.01 0.00 0.00 0.000
H 2.1650 0.4186 4.4764 -0.02 -0.01 0.01 0.000
H -2.0903 1.8979 -2.8187 0.01 -0.02 0.00 0.000
H -2.6181 1.7526 -5.2434 0.00 0.00 0.00 0.000
H -0.9225 1.0430 -6.8687 0.00 0.01 0.00 0.000
H 1.3853 0.4914 -6.1533 0.00 0.00 0.00 0.000
H 2.9412 0.3163 -3.7050 0.00 0.01 -0.02 0.000
O -0.4238 3.0272 0.1843 0.10 -0.05 -0.20 -0.002
N 0.4452 3.9827 0.0676 -0.03 0.12 0.62 0.001
O 0.0329 5.0993 -0.0961 0.00 -0.04 -0.19 0.004
O 1.6623 3.7292 0.2078 0.02 0.16 -0.22 0.001
Cl 0.6848 -2.3526 2.6510 -0.01 0.08 0.02 0.008
C 0.6431 -3.0874 1.0688 0.09 -0.07 0.05 0.020
C 0.7984 -4.4552 0.9698 -0.01 0.01 0.05 0.003
C 0.7596 -5.0920 -0.2604 -0.01 0.06 -0.04 -0.011
C 0.5494 -4.3173 -1.3958 0.02 -0.01 0.07 0.003
C 0.4024 -2.9537 -1.2893 -0.11 0.02 -0.07 0.021
Cl 0.0701 -2.0130 -2.7226 0.08 -0.03 0.04 0.011
C 0.4436 -2.2444 -0.0531 -0.17 -0.13 -0.27 0.103
N 0.2853 -0.9430 -0.0032 0.12 0.39 0.28 0.693
H 0.9377 -5.0185 1.8832 0.01 -0.01 -0.01 0.002
H 0.8700 -6.1636 -0.3325 0.00 -0.01 0.00 -0.001
H 0.4843 -4.7669 -2.3777 0.00 -0.01 0.01 0.002
O -2.0125 0.8625 0.1122 0.06 -0.10 -0.04 -0.002
N -2.4345 0.1361 -0.9261 0.17 -0.13 0.10 0.000
C -2.8648 -1.0276 -0.5865 -0.28 -0.04 -0.13 -0.001
C -2.8593 -1.4940 0.7773 -0.01 0.08 0.06 0.000
N -2.8778 -1.8446 1.8711 0.02 -0.05 -0.04 0.000
C -3.3996 -1.8759 -1.6185 0.09 0.02 0.01 0.000
N -3.8164 -2.5590 -2.4418 -0.03 -0.01 0.01 0.000
```
Positions in Å, forces in eV/Å.

As for the relative energy (zero: lowest compared OMol25 entry of this formula, charge and spin): 0.000 eV. The calculation puts the LUMO energy (alpha / beta) at -0.1 / -0.3 eV. For the largest force on an atom, the calculation gives 0.0231 Eh/bohr. Its spin multiplicity is 2. For the frontier orbital gap (alpha / beta), the calculation gives 6.994 / 6.551 eV.

No. 3
C10H10O2 in the gas phase in a non-equilibrium geometry. Source: OMol25; level of theory: the ωB97M-V functional and the def2-TZVPD basis.

```
22
Properties=species:S:1:pos:R:3:forces:R:3:nbo_charge:R:1
C -1.9436 1.1131 -0.4841 -1.92 -0.71 3.12 0.809
C -0.7422 1.6818 0.5464 -4.04 -2.45 -0.64 -0.264
C -0.6774 0.6257 1.7050 1.19 -2.03 -3.58 -0.440
C -0.0551 -0.4393 0.7913 2.79 0.51 -1.73 0.008
C 0.2332 -1.7329 0.9488 0.42 -3.01 0.60 -0.213
C 1.0222 -2.5558 0.0994 0.30 -0.08 -0.73 -0.205
C 1.7854 -1.9729 -0.9544 -2.35 -1.11 1.44 -0.205
C 1.4854 -0.6336 -1.1784 -0.01 -0.80 1.26 -0.228
C 0.6388 0.0652 -0.3565 -0.97 1.15 1.24 -0.006
C 0.4849 1.5603 -0.2587 1.06 -0.54 0.55 -0.451
H -2.2996 1.3291 -2.4731 -1.01 -0.87 -0.01 0.511
H -0.9980 2.5467 1.0664 -0.49 2.26 -0.22 0.231
H -1.5118 0.0645 2.1271 -0.45 1.36 0.30 0.262
H 0.1014 0.9743 2.3512 0.17 0.03 1.01 0.216
H -0.0593 -2.2230 1.8390 -0.79 -0.65 0.86 0.196
H 0.9398 -3.6668 0.2724 0.64 1.37 -0.09 0.216
H 2.4372 -2.5626 -1.5927 -0.09 0.19 0.13 0.218
H 2.0499 -0.1375 -1.8838 0.91 1.28 -1.61 0.204
H 1.2970 1.8763 0.3740 0.77 0.58 0.03 0.211
H 0.4705 2.0854 -1.1756 0.04 0.68 -0.84 0.238
O -1.8173 1.6425 -1.7180 1.11 0.50 1.19 -0.710
O -2.8413 0.3596 -0.0456 2.71 2.34 -2.27 -0.598
```
Positions in Å, forces in eV/Å.

As for the relative energy (zero: lowest compared OMol25 entry of this formula, charge and spin): 2.243 eV. The calculation puts the LUMO energy at 0.7 eV. For the largest force on an atom, the calculation gives 0.0927 Eh/bohr. Its SMILES is O=C(O)C1Cc2ccccc2C1. For the frontier orbital gap, the calculation gives 9.374 eV.